Density functional theory data (ωB97M-V with the def2-TZVPD basis set) for a structure of composition C27H20N7SSc.

The geometry in XYZ format:
```
56
Properties=species:S:1:pos:R:3:forces:R:3:lowdin_charge:R:1
Sc -0.699125 -0.409769 0.637765 0.5 0.2 0.0 1.190
C 2.848219 3.544885 0.162553 0.0 0.0 0.0 -0.065
C 1.945147 3.586131 -0.895443 0.0 0.0 0.0 -0.053
C 0.707585 2.976301 -0.786349 0.0 0.0 0.0 -0.027
C 0.353983 2.330541 0.399847 0.1 -0.1 0.0 -0.315
C 1.252088 2.301597 1.462724 0.0 0.0 0.0 -0.046
C 2.500227 2.902923 1.339188 0.0 0.0 0.0 -0.067
N -0.860699 1.596197 0.506314 -0.3 -0.3 0.0 -0.078
C -2.083169 2.178991 0.230958 0.0 0.1 0.0 -0.215
C -2.330271 3.556830 0.186485 0.0 0.0 0.0 0.006
C -3.608557 4.009487 -0.058338 0.0 0.0 0.0 -0.018
C -4.688387 3.133202 -0.273826 0.0 -0.1 0.0 -0.046
C -4.478023 1.781202 -0.242483 0.0 0.1 0.0 0.009
C -3.178263 1.308740 0.006444 0.0 -0.2 0.0 -0.195
N -2.824452 -0.025931 0.030128 -0.1 0.2 0.0 -0.030
N -3.660005 -0.928482 -0.216305 0.0 -0.1 0.0 0.132
C -3.070602 -2.211680 -0.180170 -0.1 0.1 0.0 -0.289
C -3.851386 -3.298922 -0.525672 0.1 -0.1 0.0 0.037
C -3.262279 -4.553336 -0.521189 0.0 0.0 0.0 0.003
C -1.923681 -4.677759 -0.170239 0.0 0.0 0.0 -0.016
C -1.218358 -3.541994 0.170556 0.0 0.0 0.0 -0.096
N -1.773734 -2.318947 0.172638 -0.1 -0.1 0.0 0.003
H 3.811368 4.027811 0.069938 0.0 0.0 0.0 0.114
H 2.211751 4.094069 -1.812782 0.0 0.0 0.0 0.117
H 0.012517 2.997267 -1.617195 0.0 0.0 0.0 0.126
H 0.953162 1.849755 2.402753 0.0 0.0 0.0 0.104
H 3.185998 2.893192 2.176487 0.0 0.0 0.0 0.111
H -1.522783 4.254773 0.358128 0.0 0.0 0.0 0.125
H -3.788434 5.076656 -0.077921 0.0 0.0 0.0 0.124
H -5.674925 3.532213 -0.460014 0.0 0.0 0.0 0.119
H -5.281235 1.076357 -0.404366 0.0 0.0 0.0 0.120
H -4.885948 -3.144746 -0.795065 0.0 0.0 0.0 0.134
H -3.839998 -5.426962 -0.791468 0.0 0.0 0.0 0.132
H -1.433748 -5.640331 -0.156739 0.0 0.0 0.0 0.125
H -0.174173 -3.595466 0.453818 0.0 0.0 0.0 0.115
N 3.370834 -1.513621 0.359972 0.0 0.0 0.0 0.219
C 3.326966 -1.290375 -1.013530 0.0 0.0 0.0 -0.156
C 4.311734 -1.337962 -1.992813 0.0 0.0 0.0 0.015
C 3.904398 -1.040694 -3.276578 0.0 0.0 0.0 -0.043
C 2.570721 -0.710016 -3.572541 0.0 0.0 0.0 -0.047
C 1.599745 -0.666907 -2.595033 0.0 0.0 0.0 0.001
C 2.000032 -0.966570 -1.295182 0.0 0.0 0.0 -0.196
N 1.271693 -1.000449 -0.105619 0.0 0.0 0.0 0.068
C 2.137991 -1.321820 0.847564 0.0 0.0 0.0 -0.257
C 1.721514 -1.410819 2.244159 0.0 0.0 0.0 -0.300
C 2.435824 -1.754065 3.346720 0.0 0.0 0.0 -0.280
S 1.448897 -1.669536 4.735974 0.0 0.0 0.0 1.167
C 0.142389 -1.174454 3.785855 0.0 0.0 0.0 -0.396
N 0.400758 -1.082046 2.503144 0.0 0.0 0.0 -0.063
H 4.192103 -1.749302 0.893884 0.0 0.0 0.0 0.184
H 5.338568 -1.589898 -1.766647 0.0 0.0 0.0 0.125
H 4.628976 -1.060847 -4.078644 0.0 0.0 0.0 0.121
H 2.304551 -0.483448 -4.595666 0.0 0.0 0.0 0.119
H 0.577528 -0.406541 -2.838725 0.0 0.0 0.0 0.118
H 3.470313 -2.049494 3.418171 0.0 0.0 0.0 0.099
H -0.825346 -0.955932 4.214374 0.0 0.0 0.0 0.107
```
Positions in Å, forces in eV/Å.

Its LUMO energy (alpha / beta) is -7.19 / -7.19 eV. As for the total charge: +2. As for the frontier orbital gap (alpha / beta): 5.91 / 5.91 eV.

Density functional theory data (ωB97M-V with the def2-TZVPD basis set) for an isolated molecule of C6H9N.

The geometry in XYZ format:
```
16
Properties=species:S:1:pos:R:3:forces:R:3:lowdin_charge:R:1
C -2.026378 0.694076 -2.075635 -0.1 0.0 -0.1 -0.106
C -1.136723 1.157846 -1.021791 0.5 0.0 0.3 -0.095
C -0.228877 1.307269 -0.246059 -0.4 -0.3 -0.5 -0.029
C 1.012767 0.968611 0.447944 0.1 0.1 -0.1 -0.221
N 0.769936 0.039016 1.550220 0.0 0.2 0.1 -0.115
C 1.565651 -1.173482 1.517374 0.3 -0.2 0.1 -0.152
C 0.122684 -1.208842 1.193279 -0.2 -0.1 -0.1 -0.152
H -1.409346 0.479179 -2.954172 -0.2 0.0 0.0 0.082
H -2.805960 1.403105 -2.352145 0.0 0.0 0.0 0.071
H -2.490727 -0.244433 -1.756544 -0.1 0.2 -0.1 0.079
H 1.623915 0.506376 -0.347852 0.1 0.0 0.2 0.119
H 1.566338 1.828946 0.828946 -0.1 0.0 0.0 0.113
H 1.938270 -1.527388 2.472965 0.0 0.0 -0.1 0.098
H 2.250621 -1.292990 0.677678 0.0 0.0 0.2 0.101
H -0.151475 -1.358582 0.150287 0.1 0.0 0.1 0.103
H -0.600697 -1.578708 1.915505 0.1 0.1 -0.1 0.103
```
Positions in Å, forces in eV/Å.

As for the SMILES: CC#CCN1CC1. The energy above the lowest of the compared OMol25 structures with the same formula, charge and spin comes out at 81.25 kcal per mole. Its LUMO energy is 1.02 eV. As for the total charge: 0. As for the frontier orbital gap: 10.07 eV.